A molecular structure, C3H6O2. Source: the OMol25 dataset; level of theory: the ωB97M-V functional and the def2-TZVPD basis.

As for the HOMO energy: -9.69 eV. The calculation puts the energy above the lowest of the compared OMol25 structures with the same formula, charge and spin at 2.776 eV. The HOMO-LUMO gap is 10.513 eV. As for the LUMO energy: 0.8228 eV.

Geometry as ORCA input:
```
! wB97M-V def2-TZVPD RIJCOSX def2/J DEFGRID3
* xyz 0 1
C 0.3954 -0.2640 0.2074
C 1.3327 0.7146 -0.3836
C -1.0517 -0.2085 0.0254
O -1.7411 -1.4247 0.1117
O -0.9232 0.5497 1.1226
H -2.3865 -1.3296 0.8251
H 0.8196 -1.1908 0.5918
H -1.2126 0.2746 -0.9825
H 1.9164 0.2621 -1.1875
H 0.8074 1.6042 -0.7249
H 2.0436 1.0123 0.3945
*
```



2 unconnected molecules or ions with the total composition C3H6O2. Source: the OMol25 dataset; level of theory: the ωB97M-V functional and the def2-TZVPD basis.

As for the HOMO energy: -9.88 eV. The calculation puts the energy above the lowest of the compared OMol25 structures with the same formula, charge and spin at 5.406 eV. The HOMO-LUMO gap is 10.569 eV. As for the LUMO energy: 0.6923 eV.

Geometry as ORCA input:
```
! wB97M-V def2-TZVPD RIJCOSX def2/J DEFGRID3
* xyz 0 1
O -1.8249 0.6424 -1.0494
C -1.0244 0.7644 -0.1462
C -0.0854 -0.2549 0.2921
C 1.1691 -0.7645 0.8591
O 0.4671 -1.3924 -0.2366
H -0.1303 0.7970 -1.9766
H -0.9763 1.6085 0.5629
H -1.1527 -0.3429 0.9284
H 0.5932 0.7814 -1.8031
H 1.0442 -1.2552 1.8234
H 2.1990 -0.4667 0.6318
*
```



2 unconnected molecules or ions with the total composition C3H6O2P. Source: the OMol25 dataset; level of theory: the ωB97M-V functional and the def2-TZVPD basis.

As for the HOMO energy (alpha / beta): -3.41 / -3.42 eV. The calculation puts the energy above the lowest of the compared OMol25 structures with the same formula, charge and spin at 4.732 eV. The HOMO-LUMO gap (alpha / beta) is 7.007 / 7.012 eV. As for the LUMO energy (alpha / beta): 3.5962 / 3.5963 eV.

Geometry as ORCA input:
```
! wB97M-V def2-TZVPD RIJCOSX def2/J DEFGRID3
* xyz -1 1
C 0.8021 1.0417 1.5244
C 0.1860 -1.8327 -1.2422
C 0.7593 0.3052 0.3984
O -1.2683 -1.4691 1.2225
O -2.1701 1.3883 -0.8968
P -0.5346 -0.9527 0.0436
H 1.4920 1.7445 1.9707
H -0.0372 0.9617 2.1426
H -0.2142 -2.7669 -1.5202
H 0.1001 -1.2190 -2.0713
H 1.7485 0.3166 -0.2487
H -1.1938 1.6454 -0.9268
*
```



| no. | F_max (Eh/bohr) |
| --- | --- |
| 1 | 0.0658 |
| 2 | 0.0458 |
| 3 | 0.0573 |